Record 1
ORCA calculation (ωB97M-V/def2-TZVPD) on 13 unconnected molecules or ions with the total composition C52H89N5O16S8.

The value obtained for the HOMO energy is -8.02 eV. Its gap between HOMO and LUMO is 8.19 eV. For the LUMO energy, the calculation gives 0.2 eV.

```
! wB97M-V def2-TZVPD RIJCOSX def2/J DEFGRID3
* xyz 0 1
C 3.2980 7.4156 -4.0635
C 2.8288 6.5278 -5.2042
C 1.3707 6.9477 -5.5258
S 1.2498 8.7177 -5.1260
O 0.3321 8.9177 -3.9845
O 1.0368 9.5134 -6.3187
C 2.9686 8.8377 -4.5618
H 4.3521 7.4059 -3.7859
H 2.7774 7.1364 -3.1475
H 2.6703 5.4744 -4.9737
H 3.4670 6.5936 -6.0854
H 0.6797 6.4848 -4.8213
H 0.8958 6.8497 -6.5020
H 3.0242 9.6745 -3.8656
H 3.5280 8.9596 -5.4893
C 4.0525 -6.5741 -7.8119
C 3.4507 -7.1404 -9.0782
C 2.0184 -6.8561 -8.9868
S 1.5099 -7.0718 -7.2548
O 1.6105 -8.4821 -6.9411
O 0.3031 -6.2972 -6.8456
C 3.0475 -6.2888 -6.7072
H 4.7115 -5.7463 -8.0738
H 4.7744 -7.3340 -7.5130
H 3.6540 -8.1999 -9.2344
H 3.7986 -6.5824 -9.9475
H 1.5084 -7.4978 -9.7053
H 1.8385 -5.8137 -9.2497
H 3.1739 -6.4388 -5.6350
H 2.7614 -5.2389 -6.7711
C 5.7481 9.7892 5.3104
C 5.2816 10.6468 4.0920
C 4.2383 9.9106 3.2463
S 3.2627 8.8503 4.4255
O 2.8020 7.6127 3.7691
O 2.3024 9.6906 5.2013
C 4.7462 8.5846 5.5099
H 5.8098 10.4126 6.2024
H 6.6551 9.2715 4.9983
H 6.1626 10.9071 3.5053
H 4.7938 11.5204 4.5243
H 4.8601 9.2196 2.6770
H 3.4574 10.3742 2.6436
H 5.2032 7.6884 5.0903
H 4.3961 8.3714 6.5199
C -4.7971 6.7376 1.8258
C -5.7165 5.5711 1.5133
C -7.1311 6.0017 2.0323
S -7.0099 7.1249 3.4662
O -7.1136 6.3379 4.6988
O -7.7503 8.4075 3.2362
C -5.2229 7.4050 3.1226
H -4.9021 7.4727 1.0279
H -3.7878 6.3295 1.7724
H -5.3628 4.6127 1.8935
H -5.7679 5.3166 0.4546
H -7.8211 5.2334 2.3810
H -7.5890 6.5935 1.2398
H -4.7817 6.8576 3.9556
H -4.9536 8.4608 3.1517
C 0.6572 -2.0750 9.9925
C 0.9438 -1.3081 11.3095
C 2.4341 -1.0268 11.3239
S 2.8711 -0.6342 9.5688
O 3.9653 -1.4941 9.2299
O 2.9501 0.8184 9.2969
C 1.3202 -1.2408 8.8656
H -0.4196 -2.1660 9.8505
H 1.0107 -3.1061 9.9989
H 0.6553 -1.8446 12.2134
H 0.3861 -0.3717 11.2930
H 3.0552 -1.8912 11.5586
H 2.9532 -0.2641 11.9044
H 1.5173 -1.7500 7.9222
H 0.7292 -0.3263 8.8150
C -6.4732 -8.0938 3.9883
C -5.6842 -8.1151 2.6874
C -4.4149 -8.8770 3.0483
S -3.7847 -7.8114 4.4672
O -3.1379 -6.6267 3.8686
O -3.1817 -8.5726 5.5387
C -5.5132 -7.3432 4.9937
H -6.7030 -9.1263 4.2515
H -7.3963 -7.5336 3.8390
H -5.5321 -7.1115 2.2900
H -6.2576 -8.6628 1.9395
H -3.7181 -9.0486 2.2279
H -4.6147 -9.8769 3.4335
H -5.5848 -6.2555 4.9939
H -5.7708 -7.7023 5.9901
C 7.2206 0.4560 -0.1402
C 6.8001 0.4148 1.3022
C 6.8808 1.7902 1.9539
S 8.4408 2.4329 1.2787
O 9.5237 2.0063 2.1758
O 8.3131 3.7773 0.8524
C 8.4487 1.3327 -0.2394
H 6.3791 0.8411 -0.7161
H 7.3429 -0.5160 -0.6180
H 7.4624 -0.2000 1.9116
H 5.7690 0.0702 1.3816
H 7.0105 1.8080 3.0360
H 6.1055 2.4640 1.5891
H 9.3779 0.7852 -0.0815
H 8.4596 1.9058 -1.1666
C 5.7301 -7.7706 2.8971
C 6.3967 -9.2118 2.9088
C 5.5878 -10.0377 1.8240
S 3.8264 -9.4960 1.9927
O 3.0546 -10.4670 2.7244
O 3.3631 -9.0426 0.6843
C 4.2251 -8.0068 3.0079
H 6.0476 -7.1603 2.0517
H 6.0387 -7.1120 3.7090
H 6.2844 -9.6265 3.9105
H 7.4579 -9.3341 2.6919
H 5.5288 -11.1154 1.6719
H 5.8119 -9.6110 0.8463
H 4.1089 -8.4716 3.9869
H 3.5106 -7.2493 2.6857
N -5.1728 3.5979 -7.6380
C -4.9272 3.9458 -6.3528
C -4.8340 5.3051 -6.2601
C -4.9273 5.8899 -7.5692
C -5.1114 4.7804 -8.3844
H -5.4461 2.7657 -8.1408
H -4.8320 3.2220 -5.5569
H -4.7027 5.8896 -5.3615
H -4.8068 6.9534 -7.7134
H -5.2825 4.6526 -9.4431
N 3.2606 -0.2895 -11.9591
C 2.0372 0.2655 -11.6947
C 2.0164 0.4271 -10.3562
C 3.1853 0.0291 -9.7444
C 3.9352 -0.4792 -10.7468
H 3.6068 -0.5726 -12.8647
H 1.3380 0.3944 -12.5077
H 1.1629 0.8005 -9.8099
H 3.5332 0.2592 -8.7482
H 4.8824 -0.9976 -10.7675
N -8.2463 0.6461 5.3791
C -6.9122 0.4508 5.0288
C -6.9572 -0.4964 3.9681
C -8.2803 -0.7591 3.6207
C -9.0697 0.1103 4.3872
H -8.5441 1.4255 5.9483
H -6.1533 1.0172 5.5480
H -6.1321 -0.8877 3.3914
H -8.6538 -1.3756 2.8164
H -10.0977 0.4386 4.3449
N -0.2575 -1.2846 0.4988
C -0.4685 -1.4245 -0.8146
C -0.4304 -0.1080 -1.3223
C -0.1403 0.7883 -0.3682
C -0.0139 0.0279 0.8102
H -0.4204 -2.0705 1.1120
H -0.7483 -2.3682 -1.2591
H -0.6517 0.1004 -2.3586
H 0.0478 1.8358 -0.5520
H 0.3477 0.3184 1.7855
N -9.7741 -3.4403 -2.9932
C -10.2686 -4.7316 -3.1271
C -9.2712 -5.6532 -3.4243
C -8.0751 -4.9814 -3.2384
C -8.4051 -3.6409 -2.9487
H -10.2084 -2.5359 -3.1095
H -11.3316 -4.8838 -3.0124
H -9.3762 -6.7050 -3.6461
H -7.0522 -5.3277 -3.2222
H -7.8432 -2.7492 -2.7131
*
```

---

Record 2
ORCA calculation (ωB97M-V/def2-TZVPD) on 2 unconnected molecules or ions with the total composition C5H8I2O2S.

The energy relative to the best compared isomer or geometry (same formula, charge and spin) is 1.618 eV. The value obtained for the HOMO energy is -9.24 eV. Its gap between HOMO and LUMO is 9.06 eV. For the LUMO energy, the calculation gives -0.2 eV.

```
! wB97M-V def2-TZVPD RIJCOSX def2/J DEFGRID3
* xyz 0 1
C 2.0017 -1.5350 3.1321
C 2.3714 -0.4555 2.6946
C -0.9752 2.1152 -1.6054
C -0.6122 0.6523 -1.4226
C -0.1567 0.3214 -0.0088
O 0.5036 -1.9324 -1.2098
O -1.2189 -2.0648 0.6427
S 0.3070 -1.5157 0.1926
I 0.7176 -3.1153 3.3538
I 3.3955 1.1500 2.0198
H -1.3965 -2.6334 -0.0871
H -1.7056 2.2807 -0.7143
H -0.0661 2.6615 -1.7951
H -1.6443 2.1505 -2.4095
H 0.1467 0.3538 -2.1618
H -1.5478 0.0734 -1.6189
H 0.7997 0.7834 0.2243
H -0.9200 0.7099 0.7734
*
```

---

Record 3
ORCA calculation (ωB97M-V/def2-TZVPD) on a molecular structure, C25H42AlBrCsF5LiN4O7P.

The value obtained for the HOMO energy is -4.54 eV. Its gap between HOMO and LUMO is 1.47 eV. For the LUMO energy, the calculation gives -3.1 eV.

```
! wB97M-V def2-TZVPD RIJCOSX def2/J DEFGRID3
* xyz 0 1
C -2.5615 -0.7959 1.7355
C -2.8230 -2.4153 1.4119
O -2.2803 -2.8266 0.1081
C -2.6860 -4.2242 -0.2287
C -2.1172 -4.5141 -1.7366
O -1.1597 -5.6216 -1.8503
C -0.0661 -5.5339 -0.8747
C 0.6571 -4.0346 -0.8058
C 1.0268 -3.1955 -2.1519
N 1.6387 -1.8236 -2.2366
C 1.8588 -1.3347 -0.8334
C 2.4886 0.2072 -0.6800
C 2.7685 1.0670 -2.0850
C 1.3696 1.4929 -2.8562
C 1.4357 3.0062 -3.5419
F 1.9489 4.0340 -2.5756
C 2.7973 0.9057 0.8013
C 3.3733 2.4435 0.9957
C 2.1163 3.3197 1.6664
C 1.0722 3.8463 0.4739
C -0.3050 4.4642 1.1513
C -1.6846 3.7107 0.6748
N -2.1820 4.0988 -0.7002
C 2.5279 0.0540 2.2127
P 2.8908 0.7209 3.9700
O 4.3753 1.3293 4.1092
C 1.9077 -1.4532 2.0349
Br 1.5253 -2.5857 3.6812
C 1.5567 -2.1294 0.5523
N 0.9501 -3.5023 0.5686
H -2.1907 -0.2220 0.7844
H -3.5477 -0.2523 2.1031
H -1.7185 -0.6594 2.5656
H -2.2634 -3.0263 2.2459
H -3.9836 -2.5779 1.5329
H -2.3839 -5.0098 0.5834
H -3.8666 -4.2065 -0.2728
H -1.7457 -3.4927 -2.2055
H -3.0632 -4.8263 -2.3947
H -0.3880 -5.8219 0.2352
H 0.8246 -6.2862 -1.1310
H 0.7826 -3.7284 -3.1922
H 3.3176 0.3023 -2.8173
H 3.5195 1.9541 -1.9278
H 0.4059 1.3614 -2.1748
H 1.2080 0.7452 -3.7709
H 2.1060 3.0224 -4.5198
H 0.3537 3.3914 -3.8652
H 3.6790 2.9706 -0.0043
H 4.3023 2.4544 1.7455
H 1.4590 2.6873 2.4004
H 2.5619 4.2184 2.3005
H 0.8369 2.9422 -0.2318
H 1.6598 4.6901 -0.0971
H -0.2033 4.3019 2.3248
H -0.3895 5.5994 0.8552
H -1.6129 2.5377 0.7213
H -2.5331 4.0421 1.4456
H -1.8553 5.0474 -0.9942
H -1.9333 3.3854 -1.4260
H 1.8694 1.7093 4.3177
H 2.8048 -0.2976 5.0126
F 3.6052 6.5692 6.4693
Al 2.6046 6.5544 4.9719
F 1.6568 8.0823 4.8680
F 1.4773 5.1505 5.0171
F 3.6790 6.4154 3.5332
C 2.7329 -4.1603 -7.1573
C 3.4912 -3.1168 -6.3815
O 3.9174 -2.1000 -6.9268
C 3.7082 -3.3655 -4.9128
H 2.6527 -3.8475 -8.2038
H 3.2659 -5.1136 -7.1171
H 1.7259 -4.2696 -6.7466
H 4.2847 -4.2834 -4.7726
H 2.7447 -3.4394 -4.4023
H 4.2698 -2.5297 -4.4823
Li 4.9171 -0.1702 -3.1433
Cs -2.8778 0.1233 3.9801
O -4.2401 4.6806 -3.0304
H -3.7438 4.6028 -2.2361
C -9.2005 -1.8505 5.5568
N -7.8683 -1.3573 5.1142
O -7.6566 -0.1423 5.2027
O -7.0728 -2.2039 4.6905
H -9.7941 -1.0020 5.9033
H -9.6764 -2.3294 4.6985
H -9.0354 -2.5626 6.3680
*
```

---

Record 4
ORCA calculation (ωB97M-V/def2-TZVPD) on a molecular structure, C18H23Br2NO2ReSSbSe4.

As for the expectation value of S²: 0.773. The energy relative to the best compared isomer or geometry (same formula, charge and spin) is 5.753 eV. The value obtained for the HOMO energy (spin up / spin down) is -2.38 / -2.38 eV. Its gap between HOMO and LUMO (spin up / spin down) is 3.47 / 3.74 eV. For the LUMO energy (spin up / spin down), the calculation gives 1.1 / 1.4 eV.

```
! wB97M-V def2-TZVPD RIJCOSX def2/J DEFGRID3
* xyz -1 2
Re 0.7465 0.5537 1.4080
Br 3.6287 -2.1285 3.9890
C 3.8686 -2.3091 2.1065
Br 2.5317 -1.4930 0.9363
H 3.8172 -3.3622 1.8617
H 4.8179 -1.8742 1.8230
Se 0.6750 1.9547 7.5384
Sb 1.8984 2.9238 5.6893
Se 0.3879 2.4660 2.9552
Se 2.1714 0.8927 3.5857
Se 3.8785 1.9518 6.9085
O -0.9966 -0.4143 2.5551
N -2.2225 -0.0724 2.2234
C -3.2255 -0.7745 2.8006
C -4.5403 -0.5208 2.5237
C -4.8498 0.4967 1.6178
C -3.8242 1.2018 1.0421
C -2.4835 0.9207 1.3400
S -1.1918 1.7763 0.5977
H -2.8709 -1.5291 3.4857
H -5.3039 -1.1110 3.0080
H -5.8782 0.7262 1.3738
H -4.0124 1.9968 0.3338
C -0.1512 -3.3761 -1.5513
C -1.1733 -2.2667 -1.8126
C -2.0069 -1.9899 -0.5607
C -0.5045 -1.0531 -2.4314
C -0.6215 -0.8592 -3.8017
C -0.0042 0.2009 -4.4471
C 0.7521 1.0885 -3.7003
C 0.9104 0.9365 -2.3288
C 1.7965 1.8936 -1.5600
C 3.2734 1.5766 -1.8051
C 1.4906 3.3590 -1.8665
C 0.2870 -0.1527 -1.6866
O 0.4628 -0.3884 -0.3887
H -0.6394 -4.2669 -1.1472
H 0.5879 -3.0363 -0.8258
H 0.3721 -3.6517 -2.4688
H -1.8715 -2.6311 -2.5747
H -1.3858 -1.7060 0.2863
H -2.5601 -2.8943 -0.2906
H -2.7296 -1.1908 -0.7418
H -1.2251 -1.5583 -4.3722
H -0.1156 0.3346 -5.5158
H 1.2383 1.9218 -4.1961
H 1.6082 1.7484 -0.4890
H 3.5169 1.6716 -2.8667
H 3.5061 0.5552 -1.4973
H 3.9153 2.2594 -1.2433
H 1.8492 3.6474 -2.8580
H 1.9823 4.0060 -1.1373
H 0.4174 3.5499 -1.8244
*
```

---

Record 5
ORCA calculation (ωB97M-V/def2-TZVPD) on a molecular structure, C50H72FN5O7Y.

The energy relative to the best compared isomer or geometry (same formula, charge and spin) is 1.230 eV. The value obtained for the HOMO energy is -8.59 eV. Its gap between HOMO and LUMO is 5.29 eV. For the LUMO energy, the calculation gives -3.3 eV.

```
! wB97M-V def2-TZVPD RIJCOSX def2/J DEFGRID3
* xyz 1 1
Y 0.1757 1.3088 1.0284
C -2.1261 1.0521 3.9391
N -0.7287 0.8431 3.6565
C 0.0934 1.8371 4.3794
C -0.3223 -0.5458 3.9925
C -0.1391 -1.4483 2.7794
N 0.8656 -0.9602 1.8212
C 2.2098 -0.9857 2.4559
C 3.3305 -0.2667 1.7616
C 4.5454 -0.9117 1.5595
C 5.6379 -0.2309 1.0499
C 5.4303 1.0880 0.6442
C 4.2329 1.7749 0.8054
C 3.1977 1.0998 1.4827
O 2.0691 1.7154 1.8696
C 4.0896 3.2231 0.3292
C 4.2261 4.1678 1.5312
C 2.7385 3.4815 -0.3638
C 5.1816 3.5606 -0.6966
C 7.0393 -0.8366 0.9639
C 7.9968 0.0142 1.8133
C 7.0819 -2.2674 1.5022
C 7.5327 -0.8519 -0.4871
C 0.8050 -1.8039 0.5916
C 1.5870 -1.4117 -0.6455
C 2.5714 -2.2753 -1.1038
C 3.1720 -2.0997 -2.3432
C 2.7244 -1.0344 -3.1120
C 1.7541 -0.1177 -2.7090
C 1.2014 -0.3010 -1.4295
O 0.3102 0.5426 -0.9004
C 1.3423 0.9574 -3.7310
C 0.2276 1.9112 -3.2862
C 0.8330 0.2453 -4.9977
C 2.5645 1.8136 -4.1002
C 4.2172 -3.0655 -2.9023
C 3.5337 -4.0289 -3.8840
C 4.8756 -3.8821 -1.7887
C 5.3180 -2.2983 -3.6494
H -2.3157 1.4649 4.9328
H -2.7129 0.1539 3.7784
H -2.1644 2.7965 2.8472
H 0.0362 1.6926 5.4633
H -0.2567 2.8449 4.1454
H 1.1273 1.7671 4.0443
H -1.0608 -1.0073 4.6549
H 0.5913 -0.4904 4.5776
H -1.0912 -1.5277 2.2507
H 0.1263 -2.4570 3.1286
H 2.4982 -2.0356 2.6066
H 2.0999 -0.5327 3.4397
H 4.6283 -1.9572 1.8360
H 6.2605 1.6095 0.1841
H 3.4493 3.9607 2.2702
H 4.1286 5.2098 1.2124
H 5.1995 4.0440 2.0104
H 1.9266 3.5873 0.3525
H 2.5045 2.6844 -1.0749
H 2.7847 4.4183 -0.9231
H 6.1752 3.5974 -0.2462
H 4.9886 4.5471 -1.1225
H 5.2003 2.8346 -1.5129
H 7.6667 0.0476 2.8539
H 8.0523 1.0408 1.4463
H 9.0053 -0.4076 1.7856
H 6.7887 -2.3090 2.5541
H 8.0989 -2.6572 1.4258
H 6.4288 -2.9367 0.9374
H 7.5417 0.1491 -0.9226
H 6.8922 -1.4828 -1.1060
H 8.5508 -1.2478 -0.5372
H -0.2558 -1.8493 0.3255
H 1.1301 -2.8170 0.8638
H 2.8530 -3.1127 -0.4751
H 3.1512 -0.9085 -4.0992
H -0.6817 1.3755 -3.0157
H -0.0009 2.5801 -4.1201
H 0.5166 2.5278 -2.4373
H -0.0233 -0.3911 -4.7617
H 1.6002 -0.3810 -5.4560
H 0.5175 0.9834 -5.7397
H 2.9272 2.3696 -3.2337
H 2.2939 2.5365 -4.8746
H 3.3900 1.2096 -4.4791
H 2.7625 -4.6161 -3.3798
H 4.2633 -4.7198 -4.3169
H 3.0583 -3.4797 -4.7000
H 4.1665 -4.5558 -1.3024
H 5.3053 -3.2291 -1.0249
H 5.6767 -4.4980 -2.2022
H 4.9492 -1.8566 -4.5767
H 6.1319 -2.9762 -3.9174
H 5.7259 -1.4939 -3.0352
C -7.1546 2.8939 -1.9171
C -6.6995 3.1359 -0.4865
N -5.5009 2.3624 -0.1400
C -4.3013 2.9715 -0.1694
C -3.1110 2.3894 0.1428
C -1.9236 3.3404 0.1808
O -1.8526 4.2333 -0.6327
O -1.0982 3.1286 1.1680
C -3.0834 1.0107 0.5127
O -2.0724 0.3585 0.8536
C -4.3872 0.3393 0.5031
C -4.4385 -1.0171 0.8412
C -5.6413 -1.6539 0.8806
F -5.7002 -2.9747 1.1721
C -6.8400 -0.9866 0.6097
C -6.7959 0.3438 0.2618
C -5.5693 1.0254 0.1965
N -8.1030 -1.6537 0.6592
C -8.3799 -2.4432 1.8441
C -9.8754 -2.6651 1.9456
N -10.3279 -3.3807 0.6943
C -9.9642 -2.6189 -0.5563
C -8.4700 -2.3618 -0.5542
H -8.0428 3.4881 -2.1337
H -7.3941 1.8442 -2.0933
H -6.3739 3.1817 -2.6215
H -7.4792 2.9082 0.2390
H -6.4480 4.1831 -0.3380
H -4.3082 4.0169 -0.4530
H -3.5160 -1.5412 1.0524
H -7.7327 0.8471 0.0685
H -8.0425 -1.9059 2.7288
H -7.8683 -3.4173 1.8435
H -10.4202 -1.7240 1.9781
H -10.1490 -3.2885 2.7942
H -11.3336 -3.5443 0.7251
H -9.8790 -4.2986 0.6639
H -10.5225 -1.6859 -0.5193
H -10.2859 -3.2138 -1.4083
H -8.2238 -1.7537 -1.4226
H -7.9280 -3.3165 -0.6630
O -2.6992 1.9848 2.9919
O -4.0654 2.3466 3.3968
*
```